[1]
174
Properties=species:S:1:pos:R:3:lowdin_charge:R:1 method="wB97M-V/def2-TZVPD" homo_lumo_gap_ev=9.6 smiles="O=C1OCCO1.O=C1OCCO1.O=C1OCCO1.COCCOC.COCCOC.COCCOC.COCCOC.COCCOC.COCCOC.COCCOC.COCCOC.COCCOC" e_lumo_ha=0.015
O 3.938 8.125 27.723 0.13
C 3.195 8.582 26.913 -0.57
O 1.861 8.261 26.877 0.05
C 1.304 8.814 25.651 -0.07
C 2.330 9.923 25.346 -0.07
O 3.617 9.436 25.924 0.04
H 1.346 8.079 24.916 0.09
H 0.322 9.209 25.833 0.13
H 2.081 10.928 25.747 0.14
H 2.580 10.043 24.291 0.09
O 3.493 5.037 19.875 0.09
C 4.223 4.295 20.526 -0.59
O 5.504 4.624 20.802 0.01
C 5.944 3.843 22.034 -0.02
C 5.127 2.563 21.716 -0.05
O 3.895 3.128 21.072 0.06
H 7.011 3.798 22.038 0.11
H 5.581 4.394 22.932 0.12
H 4.743 1.966 22.589 0.13
H 5.685 1.969 21.024 0.10
O 6.652 6.768 23.180 0.19
C 6.906 6.776 24.299 -0.64
O 6.895 7.842 25.114 0.07
C 7.221 7.468 26.455 -0.10
C 7.787 6.097 26.306 -0.10
O 7.350 5.689 24.979 0.02
H 7.949 8.187 26.893 0.13
H 6.238 7.382 27.034 0.14
H 7.417 5.356 27.047 0.11
H 8.821 6.097 26.314 0.07
C 5.074 9.195 17.094 -0.10
O 5.611 7.873 16.971 -0.19
C 6.123 7.382 18.243 -0.19
C 7.579 7.091 18.158 -0.23
O 8.446 8.207 18.115 -0.19
C 9.724 7.822 17.634 -0.11
H 4.140 9.095 17.668 0.08
H 5.021 9.598 16.040 0.10
H 5.780 9.825 17.749 0.10
H 5.632 6.491 18.534 0.10
H 5.945 8.027 19.027 0.08
H 7.639 6.460 17.250 0.13
H 7.933 6.545 19.054 0.14
H 10.272 7.144 18.287 0.08
H 10.218 8.775 17.493 0.09
H 9.626 7.274 16.705 0.08
C 13.220 7.434 30.425 -0.12
O 12.879 7.381 29.064 -0.17
C 11.593 7.921 28.803 -0.16
C 10.445 6.820 28.792 -0.21
O 9.983 6.446 30.028 -0.19
C 8.851 7.113 30.556 -0.10
H 12.434 7.156 31.097 0.07
H 13.533 8.472 30.647 0.09
H 14.093 6.795 30.645 0.09
H 11.625 8.399 27.849 0.10
H 11.272 8.613 29.590 0.12
H 10.818 5.900 28.244 0.14
H 9.578 7.233 28.196 0.10
H 8.973 8.161 30.916 0.10
H 8.449 6.579 31.396 0.08
H 8.025 7.160 29.887 0.07
C 1.427 6.648 22.189 -0.12
O 2.218 7.705 22.649 -0.23
C 3.305 8.169 21.831 -0.15
C 4.042 9.306 22.505 -0.16
O 3.364 10.595 22.447 -0.20
C 4.182 11.637 22.854 -0.12
H 1.287 6.651 21.025 0.13
H 0.461 6.723 22.709 0.08
H 1.828 5.693 22.501 0.06
H 2.895 8.452 20.859 0.13
H 3.999 7.314 21.778 0.13
H 5.006 9.490 21.973 0.13
H 4.351 9.049 23.484 0.10
H 5.088 11.641 22.285 0.06
H 4.571 11.506 23.851 0.09
H 3.599 12.514 22.706 0.09
C 7.990 0.245 20.817 -0.09
O 7.760 1.300 19.907 -0.21
C 7.915 1.161 18.522 -0.21
C 7.258 2.311 17.812 -0.20
O 5.846 2.095 17.668 -0.19
C 5.263 3.081 16.826 -0.10
H 7.762 0.693 21.787 0.05
H 8.996 -0.095 20.798 0.07
H 7.311 -0.660 20.638 0.12
H 7.601 0.142 18.244 0.14
H 8.976 1.254 18.164 0.13
H 7.692 2.354 16.831 0.11
H 7.452 3.339 18.233 0.14
H 4.147 2.943 16.774 0.11
H 5.785 3.082 15.869 0.08
H 5.418 4.106 17.189 0.07
C 10.569 8.265 25.339 -0.11
O 9.899 9.398 25.757 -0.18
C 9.652 10.336 24.766 -0.20
C 10.848 10.795 24.000 -0.22
O 11.149 9.971 22.900 -0.21
C 12.032 10.586 21.953 -0.09
H 11.608 8.508 25.161 0.08
H 10.142 7.860 24.430 0.10
H 10.451 7.607 26.208 0.07
H 9.342 11.214 25.330 0.13
H 8.828 10.104 24.070 0.13
H 11.804 10.789 24.623 0.15
H 10.745 11.855 23.802 0.11
H 12.017 9.984 21.058 0.09
H 13.020 10.702 22.439 0.09
H 11.721 11.574 21.702 0.06
C 8.037 14.045 23.603 -0.08
O 8.598 13.001 22.801 -0.19
C 7.890 12.835 21.574 -0.19
C 8.397 11.546 20.934 -0.19
O 7.805 10.563 21.730 -0.18
C 8.184 9.210 21.537 -0.06
H 8.490 14.959 23.419 0.05
H 8.325 13.814 24.627 0.08
H 6.928 14.133 23.449 0.11
H 7.973 13.744 20.930 0.14
H 6.847 12.599 21.686 0.09
H 9.489 11.477 21.004 0.12
H 8.041 11.521 19.921 0.12
H 9.197 9.139 21.283 0.07
H 7.712 8.754 20.681 0.07
H 7.971 8.675 22.418 0.06
C 13.534 7.299 22.922 -0.08
O 12.840 6.818 24.067 -0.18
C 12.873 5.401 24.094 -0.23
C 11.835 4.891 24.994 -0.22
O 10.504 5.191 24.675 -0.20
C 10.009 5.091 23.353 -0.06
H 13.594 8.361 23.046 0.07
H 13.013 7.008 22.037 0.08
H 14.567 6.857 22.844 0.11
H 13.828 4.978 24.359 0.13
H 12.572 4.926 23.124 0.13
H 11.989 5.292 26.019 0.13
H 11.953 3.823 25.139 0.12
H 8.933 5.218 23.385 0.07
H 10.171 4.037 23.113 0.10
H 10.596 5.718 22.712 0.08
C 8.026 3.576 28.995 -0.10
O 8.833 2.764 28.230 -0.18
C 9.800 1.998 28.856 -0.20
C 10.586 1.328 27.732 -0.18
O 11.784 0.760 28.266 -0.19
C 12.308 -0.282 27.418 -0.10
H 8.483 4.467 29.282 0.05
H 7.647 3.067 29.889 0.10
H 7.181 3.833 28.309 0.08
H 9.335 1.270 29.581 0.15
H 10.461 2.617 29.424 0.12
H 10.831 2.004 26.957 0.11
H 10.053 0.479 27.377 0.11
H 12.457 0.162 26.408 0.10
H 11.692 -1.162 27.357 0.07
H 13.222 -0.661 27.827 0.07
C 6.351 0.648 24.392 -0.09
O 5.948 1.991 24.633 -0.20
C 5.422 2.151 25.935 -0.19
C 5.141 3.607 26.248 -0.20
O 4.099 4.026 25.409 -0.16
C 3.755 5.401 25.447 -0.06
H 6.915 0.565 23.455 0.06
H 5.472 -0.014 24.464 0.10
H 7.025 0.288 25.160 0.08
H 6.134 1.736 26.731 0.15
H 4.537 1.596 25.977 0.11
H 6.024 4.165 25.884 0.11
H 4.953 3.746 27.271 0.11
H 2.939 5.554 24.753 0.09
H 4.608 6.015 25.189 0.07
H 3.481 5.820 26.420 0.09

***

[2]
86
Properties=species:S:1:pos:R:3:mulliken_spin:R:1 method="wB97M-V/def2-TZVPD" e_above_lowest_kcal_mol=9.7 homo_lumo_gap_ev="7.5 / 7.5" s_squared=6.004 multiplicity=5 total_charge=+2 e_lumo_ha="-0.164 / -0.163"
Ho -0.224 0.269 -0.155 4.07
I -0.867 2.382 -2.803 0.00
C -2.773 1.170 -3.154 0.00
C -3.729 1.640 -3.996 0.00
C -4.749 0.799 -4.497 0.00
C -4.754 -0.534 -4.130 0.00
C -3.758 -1.036 -3.275 0.00
C -3.642 -2.434 -3.094 0.00
C -2.496 -2.954 -2.489 0.00
C -1.502 -2.123 -2.003 0.01
C -1.592 -0.736 -2.105 -0.02
C -2.702 -0.211 -2.757 0.01
H -3.799 2.695 -4.153 0.00
H -5.609 1.168 -5.077 0.00
H -5.468 -1.261 -4.497 0.00
H -4.478 -3.090 -3.354 0.00
H -2.301 -3.985 -2.333 0.00
H -0.628 -2.583 -1.576 0.00
C -0.442 4.422 3.004 0.00
O -1.528 3.511 2.697 0.00
C -1.405 2.677 1.643 0.00
O -0.338 2.322 1.105 -0.01
N -2.615 2.205 1.183 0.00
N -2.561 1.312 0.066 0.00
H -0.838 5.356 3.453 0.00
H 0.145 4.778 2.164 0.00
H 0.225 3.891 3.696 0.00
H -3.525 2.593 1.493 0.00
H -2.799 1.791 -0.828 0.00
H -3.273 0.644 0.270 0.00
C 2.807 2.932 1.562 0.00
N 2.432 2.172 2.742 0.00
C 2.836 2.469 4.098 0.00
C 2.324 1.225 4.879 0.00
N 1.887 0.289 3.852 0.00
C 1.466 -1.061 4.247 0.00
C 1.980 0.878 2.616 0.00
N 1.648 0.363 1.385 -0.02
C 2.149 -1.002 1.204 0.00
C 2.649 -1.219 -0.224 0.00
N 1.779 -0.636 -1.279 -0.01
C 2.374 -0.248 -2.435 0.00
N 3.501 0.532 -2.544 0.00
C 4.065 1.332 -1.471 0.00
C 3.700 1.001 -3.913 0.00
C 2.961 -0.046 -4.673 0.00
N 2.019 -0.619 -3.698 0.00
C 0.880 -1.394 -4.024 0.00
H 2.818 3.989 1.898 0.00
H 2.153 2.762 0.717 0.00
H 3.842 2.681 1.247 0.00
H 2.345 3.347 4.580 0.00
H 3.914 2.524 4.221 0.00
H 1.567 1.439 5.645 0.00
H 3.123 0.777 5.479 0.00
H 0.552 -0.949 4.834 0.00
H 1.369 -1.623 3.341 0.00
H 2.306 -1.461 4.828 0.00
H 1.328 -1.768 1.427 0.00
H 3.049 -1.255 1.874 0.00
H 2.709 -2.323 -0.370 0.00
H 3.639 -0.812 -0.279 0.00
H 3.594 1.211 -0.501 0.00
H 3.903 2.436 -1.690 0.00
H 5.157 1.133 -1.345 0.00
H 4.810 1.027 -4.093 0.00
H 3.284 2.046 -4.108 0.00
H 3.587 -0.888 -5.010 0.00
H 2.468 0.353 -5.573 0.00
H 0.517 -1.077 -4.981 0.00
H 0.103 -1.192 -3.303 0.00
H 1.135 -2.511 -3.968 0.00
C -0.718 -3.954 2.276 0.00
As -2.011 -2.565 1.798 0.00
C -3.112 -2.007 3.370 0.00
C -3.384 -3.248 0.654 0.00
O -1.214 -1.149 0.963 -0.01
H -0.022 -4.104 1.467 0.00
H -1.259 -4.897 2.493 0.00
H -0.220 -3.712 3.231 0.00
H -2.496 -1.334 3.902 0.00
H -3.370 -2.884 3.956 0.00
H -4.032 -1.496 3.014 0.00
H -4.053 -3.905 1.230 0.00
H -2.830 -3.772 -0.148 0.00
H -3.983 -2.486 0.101 0.00

***

[3]
15
Properties=species:S:1:pos:R:3:lowdin_charge:R:1 method="wB97M-V/def2-TZVPD" e_above_lowest_kcal_mol=81.3 homo_lumo_gap_ev=10.1 smiles="O=C1CN2C[C@H]12.N" e_lumo_ha=0.033
O -1.240 0.617 -1.441 0.06
C -0.440 0.381 -0.576 -0.43
C 0.244 1.224 0.515 -0.10
N 1.397 0.276 0.546 -0.03
C 1.880 0.154 -0.833 -0.11
C 0.708 -0.633 -0.406 -0.20
H 0.486 2.259 0.259 0.12
H -0.276 1.191 1.475 0.11
H 1.691 0.959 -1.544 0.12
H 2.847 -0.328 -0.926 0.11
H 0.734 -1.713 -0.274 0.13
N -1.847 -0.913 0.746 0.07
H -2.591 -0.948 0.055 0.06
H -2.236 -0.728 1.661 0.05
H -1.357 -1.798 0.743 0.04

***

[4]
9
Properties=species:S:1:pos:R:3:lowdin_charge:R:1 method="wB97M-V/def2-TZVPD" e_above_lowest_kcal_mol=47.6 homo_lumo_gap_ev="9.4 / 9.2" total_charge=+1 e_lumo_ha="-0.269 / -0.272"
O 2.547 -0.404 0.203 0.13
O -1.189 -1.061 0.512 0.11
O -1.232 1.248 0.310 0.16
O 1.462 0.287 0.345 0.07
O 0.190 0.051 -0.945 0.07
O -1.030 0.038 -0.392 -0.18
H 3.247 0.030 -0.355 0.19
H -1.863 -1.843 0.158 0.26
H -2.133 1.653 0.163 0.19

***

[5]
10
Properties=species:S:1:pos:R:3:lowdin_charge:R:1 method="wB97M-V/def2-TZVPD" e_above_lowest_kcal_mol=144.0 homo_lumo_gap_ev="6.9 / 7.7" smiles=C1#[N+]CNC1 total_charge=+1 e_lumo_ha="-0.306 / -0.293"
C 0.763 1.130 -0.005 0.19
N 1.487 0.152 -0.065 0.16
C 0.689 -0.993 -0.067 -0.08
N -0.766 -0.366 0.150 0.06
C -0.674 1.065 -0.122 -0.12
H 0.852 -1.705 -0.977 0.19
H 0.838 -1.439 0.854 0.11
H -1.209 -0.807 0.959 0.15
H -1.148 1.907 0.486 0.18
H -0.831 1.056 -1.214 0.16

***

[6]
53
Properties=species:S:1:pos:R:3:lowdin_charge:R:1 method="wB97M-V/def2-TZVPD" e_above_lowest_kcal_mol=120.9 homo_lumo_gap_ev="4.3 / 3.9" e_lumo_ha="0.002 / 0.002"
P 1.332 -1.973 -2.046 0.87
P 0.822 1.694 -1.550 0.86
C 1.473 -0.546 -3.304 -0.38
C 1.870 0.828 -2.760 -0.32
H 0.545 -0.498 -3.891 0.04
H 2.224 -0.812 -4.053 0.08
H 2.821 0.807 -2.225 0.08
H 1.946 1.528 -3.608 0.09
C -0.375 2.723 -2.483 -0.19
H -0.569 3.637 -1.893 0.06
H -1.352 2.165 -2.588 -0.01
H 0.049 2.986 -3.456 0.04
C 1.625 2.773 -0.383 -0.17
H 1.689 3.769 -0.857 0.07
H 2.593 2.311 -0.175 0.06
H 1.009 2.782 0.518 0.07
C -0.116 -2.920 -2.771 -0.29
H -0.315 -3.767 -2.103 0.03
H 0.070 -3.298 -3.800 0.02
H -1.038 -2.320 -2.799 0.00
C 2.727 -3.039 -2.571 -0.33
H 3.640 -2.421 -2.535 0.04
H 2.572 -3.505 -3.547 0.04
H 2.774 -3.808 -1.787 0.03
Zn -2.392 0.087 -4.046 0.68
C -0.449 1.279 -5.514 -0.23
C -1.840 1.377 -5.404 -0.40
C -2.796 0.686 -6.387 -0.25
C -2.299 -0.732 -6.809 -0.20
C -1.500 -1.446 -5.705 -0.26
C -0.145 -1.594 -5.826 -0.19
C 0.760 -0.686 -6.647 -0.20
C 0.286 0.787 -6.688 -0.22
C -0.032 0.461 -0.651 -0.26
H 0.080 2.015 -4.938 0.03
H -2.198 2.303 -4.927 0.09
H -2.920 1.375 -7.243 0.11
H -3.782 0.556 -5.926 0.08
H -3.135 -1.390 -7.128 0.11
H -1.695 -0.613 -7.729 0.10
H -2.067 -2.129 -5.029 0.06
H 0.317 -2.530 -5.482 0.07
H 0.813 -1.090 -7.669 0.10
H 1.773 -0.752 -6.276 0.08
H 1.158 1.439 -6.836 0.10
H -0.315 0.898 -7.591 0.09
H -0.859 0.751 -0.008 0.05
H 0.673 0.002 0.039 0.05
H -0.657 -0.252 -1.297 0.05
Cl -3.318 1.779 -1.188 0.43
C -3.282 0.405 -2.282 -0.77
H -4.334 0.093 -2.436 -0.02
H -2.600 -0.353 -1.845 -0.07